DFT (wB97M-V/def2-TZVPD) results for a 14-piece molecular cluster, C35H72Cl26N2O2 overall in a non-equilibrium geometry.

The geometry in XYZ format:
```
137
Properties=species:S:1:pos:R:3:forces:R:3
C -8.33312 -2.39175 -9.55008 -0.2 -0.3 0.0
C -7.99666 -3.30997 -8.36945 0.2 0.4 -0.3
C -6.93270 -2.71297 -7.44480 -0.8 -0.2 0.3
C -6.90757 -3.41020 -6.06360 0.7 -0.1 -0.5
C -5.48409 -3.78467 -5.57258 -0.6 0.6 0.2
C -4.91892 -2.84391 -4.48666 -0.1 -0.5 -0.3
C -4.16893 -3.60031 -3.39134 -0.1 0.8 0.3
C -3.34022 -2.67059 -2.49505 0.6 -0.1 0.0
C -1.84808 -2.58344 -2.89676 -0.3 -0.4 0.2
C -0.91420 -2.62000 -1.68913 -0.4 0.6 0.2
C -1.16958 -1.46571 -0.69488 0.7 0.1 -0.4
C -0.19071 -0.28435 -0.92178 -0.5 0.0 0.4
C 0.81384 -0.08710 0.22775 -0.5 -0.1 -0.8
N 1.01868 1.34925 0.54303 1.7 -0.7 0.7
C 2.16495 1.87601 -0.22069 -0.2 0.3 -0.4
C 2.59614 3.31056 0.12077 0.2 -0.4 -0.8
C 1.42517 4.27234 0.35756 0.6 0.2 0.5
C 3.49120 3.80696 -1.04046 -0.6 -0.1 0.2
C 1.12326 1.51087 1.93315 -0.9 -0.2 0.3
O 0.13486 1.52623 2.63241 0.2 0.0 0.0
O 2.36397 1.60941 2.47266 0.0 0.7 -0.8
C 2.48666 2.74776 3.35721 -0.2 0.4 1.1
C 2.28796 2.37068 4.83055 0.4 -0.1 -0.6
C 3.48044 2.72520 5.73207 -0.9 -0.2 0.4
C 3.21775 3.97135 6.56873 0.6 0.4 -0.2
N 3.45997 5.20082 5.77430 -0.2 0.0 0.3
H -8.33693 -1.34400 -9.25110 0.0 0.1 0.0
H -7.62606 -2.52107 -10.36905 0.1 0.1 0.0
H -9.32284 -2.63214 -9.94095 0.0 0.0 -0.1
H -7.63274 -4.25839 -8.77127 -0.1 -0.2 0.2
H -8.90266 -3.51816 -7.79783 0.0 0.0 0.1
H -7.18180 -1.65768 -7.31024 0.2 0.1 0.0
H -5.96352 -2.76526 -7.92716 0.1 0.0 -0.1
H -7.48706 -4.33149 -6.15530 -0.1 0.2 0.2
H -7.37085 -2.74721 -5.33366 -0.3 -0.2 0.1
H -4.82999 -3.75803 -6.44462 0.2 -0.4 0.1
H -5.52985 -4.79064 -5.15645 0.2 -0.1 -0.1
H -4.27053 -2.09623 -4.94630 0.0 0.1 0.1
H -5.75791 -2.32326 -4.02163 0.1 0.2 0.1
H -3.50547 -4.35590 -3.81621 -0.1 -0.1 -0.1
H -4.91642 -4.08585 -2.75834 0.0 -0.3 -0.1
H -3.37689 -3.02449 -1.46532 -0.1 -0.1 0.0
H -3.76189 -1.66512 -2.47493 -0.2 0.0 0.0
H -1.62704 -3.46227 -3.50824 0.1 0.1 -0.2
H -1.65216 -1.69170 -3.49582 0.0 0.0 -0.1
H 0.11654 -2.53652 -2.02896 0.1 -0.2 0.0
H -1.01787 -3.56669 -1.15748 -0.1 -0.2 -0.2
H -1.04454 -1.84470 0.32038 -0.1 0.1 0.1
H -2.18476 -1.08310 -0.76857 -0.1 -0.2 0.0
H 0.34598 -0.42459 -1.86089 0.0 0.0 -0.1
H -0.76711 0.63468 -1.02331 0.1 0.1 0.1
H 1.75940 -0.54483 -0.08296 0.2 0.1 0.2
H 0.48670 -0.62745 1.11318 -0.2 0.2 0.1
H 3.03750 1.21280 -0.18568 0.0 -0.1 0.2
H 1.84138 1.87680 -1.26557 -0.1 -0.1 0.0
H 3.24956 3.24923 0.98686 -0.2 0.2 0.2
H 1.75942 5.01181 1.09291 -0.2 0.0 -0.2
H 0.53876 3.78498 0.76131 -0.1 0.0 -0.1
H 1.18707 4.83962 -0.54097 -0.3 -0.2 -0.1
H 3.33965 4.87729 -1.17057 0.4 0.1 0.0
H 3.18837 3.33721 -1.97935 0.0 0.0 -0.1
H 4.53452 3.55732 -0.88541 0.1 0.2 0.0
H 3.47023 3.19586 3.22677 0.1 -0.3 -0.3
H 1.76226 3.51372 3.08214 -0.1 -0.1 -0.2
H 1.38987 2.83411 5.22539 -0.1 0.1 -0.1
H 2.07790 1.30343 4.83293 0.1 -0.1 0.1
H 4.37446 2.89359 5.13598 0.2 -0.1 0.1
H 3.64330 1.89315 6.42247 0.2 -0.1 0.0
H 2.20870 3.96228 6.98778 -0.1 -0.1 0.0
H 3.91506 3.98049 7.40850 -0.1 0.0 0.0
H 2.58554 5.66588 5.55521 0.0 -0.1 -0.1
H 3.97353 5.85833 6.34833 0.0 0.1 -0.1
C 3.22784 -1.11295 4.30900 -0.1 0.1 0.0
Cl 2.58661 -1.25772 5.95110 0.2 -0.2 -0.2
Cl 3.70834 -2.67071 3.62143 0.0 -0.2 0.1
H 2.45512 -0.68337 3.68178 0.0 -0.1 0.0
H 4.09605 -0.46669 4.33260 0.0 0.0 0.1
C 6.45146 -1.41266 1.21862 0.0 -0.1 0.1
Cl 7.03887 -0.93446 -0.38029 0.0 -0.1 0.0
Cl 5.35856 -0.21281 1.90976 0.0 0.2 -0.2
H 5.91309 -2.34853 1.12386 0.0 0.0 0.0
H 7.30131 -1.52853 1.88015 0.0 0.1 0.0
C 3.21860 -4.07153 -1.38415 0.0 0.0 0.1
Cl 3.04440 -2.71081 -2.50151 0.0 0.0 0.0
Cl 1.70932 -4.44245 -0.54393 0.1 -0.1 0.1
H 3.52428 -4.94449 -1.94796 -0.1 0.0 0.0
H 3.96890 -3.81250 -0.64656 0.0 0.1 0.0
C -1.43484 3.64601 4.26619 0.0 -0.1 0.0
Cl -0.32568 4.83922 4.96771 -0.1 0.2 -0.1
Cl -2.96087 3.57087 5.15691 0.0 0.0 0.0
H -1.64347 3.93043 3.24194 0.0 0.0 0.0
H -0.95847 2.67383 4.29613 0.0 0.0 0.0
C -3.16592 -1.07608 -8.88545 0.0 0.1 0.0
Cl -4.27314 -0.81492 -7.53507 0.3 0.3 0.0
Cl -3.20150 -2.75312 -9.45018 0.0 0.0 0.0
H -3.46075 -0.43067 -9.70399 -0.1 0.0 0.0
H -2.15919 -0.84344 -8.56023 0.0 -0.1 0.0
C -3.93424 -7.26896 -2.13513 0.0 0.0 -0.1
Cl -2.85985 -6.14553 -1.30188 0.1 0.0 0.0
Cl -5.57430 -7.21585 -1.47075 -0.1 0.0 0.0
H -3.97706 -6.99488 -3.18336 -0.1 0.1 0.0
H -3.54748 -8.27369 -2.01597 0.0 0.0 0.1
C -5.94501 -0.44217 0.12403 0.0 0.0 0.1
Cl -6.32685 -0.41797 -1.60150 0.0 0.0 0.0
Cl -4.85860 -1.76739 0.56058 -0.1 0.1 0.1
H -5.46548 0.49374 0.38461 0.1 0.0 -0.1
H -6.86926 -0.56197 0.67605 0.0 -0.1 0.0
C 0.41825 1.70200 8.63453 -0.1 0.0 -0.1
Cl 0.51493 0.90985 7.05679 -0.2 0.0 0.4
Cl -0.32971 3.30275 8.49727 0.1 0.0 0.1
H -0.19088 1.09607 9.29447 0.0 0.0 0.0
H 1.42080 1.80892 9.03271 0.0 0.1 -0.1
C 7.31993 2.97148 7.65310 -0.1 0.0 -0.1
Cl 6.86787 1.89101 6.33495 0.1 -0.1 -0.1
Cl 6.01256 3.12416 8.83783 0.1 0.0 0.2
H 8.19773 2.57525 8.14263 -0.2 -0.1 0.0
H 7.53199 3.94998 7.23865 -0.1 0.0 0.0
C -8.50179 -7.19067 -4.17970 0.0 0.0 0.0
Cl -7.37212 -7.01420 -5.52830 0.0 -0.2 0.0
Cl -9.65539 -5.85350 -4.10845 0.0 0.0 0.0
H -9.05050 -8.11588 -4.30845 0.0 0.0 -0.1
H -7.93321 -7.20733 -3.25902 0.1 0.1 0.0
C 11.36618 3.31356 7.49379 0.1 0.0 -0.1
Cl 10.29009 3.70297 8.84471 0.3 0.1 0.1
Cl 10.46633 3.00371 6.00218 0.0 0.0 0.0
H 12.03015 4.15385 7.33198 -0.1 0.0 0.0
H 11.93157 2.42553 7.74856 -0.1 0.0 0.0
C 7.80691 2.28056 -2.01840 0.0 0.0 0.0
Cl 6.12063 1.90718 -2.39020 0.1 -0.1 -0.1
Cl 7.94642 3.56892 -0.81633 0.0 0.0 0.0
H 8.27863 1.38825 -1.62440 0.0 0.0 0.1
H 8.29813 2.60188 -2.92884 0.0 0.1 0.0
C 0.06848 7.55642 2.12498 -0.1 -0.1 0.0
Cl 1.63172 7.00807 2.73419 0.1 0.1 0.2
Cl 0.19303 8.24043 0.49919 0.0 0.0 0.0
H -0.60326 6.70618 2.09232 0.0 0.0 0.0
H -0.31514 8.31714 2.79377 0.0 0.0 0.0
```
Positions in Å, forces in eV/Å.

Summary:
Strongest force on any atom   0.038 hartree/bohr
Orbital gap   0.34851 Ha
Total charge   0
LUMO level   0.29 eV

Results of the Mulliken charge analysis, in e, for atoms 1 through 6: C -1.28; C -0.54; C -0.17; C -0.35; C -0.23; C -0.29